No. 1
{
  "formula": "C26H31BBrN7Tl",
  "method": "wB97M-V/def2-TZVPD",
  "orbital_gap_ev": 5.525,
  "max_force_ev_per_a": 0.15,
  "lumo_ev": 2.177,
  "total_charge": -1,
  "elements": ["H", "H", "H", "Tl", "H", "H", "H", "H", "C", "C", "H", "H", "H", "H", "C", "N", "C", "N", "H", "C", "H", "H", "N", "H", "H", "C", "C", "C", "C", "H", "H", "C", "C", "N", "H", "H", "C", "C", "H", "N", "H", "C", "C", "N", "H", "H", "C", "C", "C", "C", "H", "Br", "H", "B", "C", "C", "C", "C", "N", "C", "H", "H", "H", "C", "H", "H", "C"],
  "xyz": [[-1.335, 2.214, 4.635], [-1.202, 5.021, 0.548], [4.013, -2.878, 2.079], [-0.370, 1.105, -0.533], [-2.544, -1.608, -2.489], [0.198, 0.071, 5.710], [1.466, -2.308, 5.700], [-4.561, 2.784, -0.155], [0.182, -4.810, 1.126], [0.277, -0.093, 4.647], [3.906, 2.310, -0.879], [0.219, -4.739, 2.214], [3.641, 1.422, -2.384], [-2.189, -4.403, -0.623], [-0.860, 2.064, 3.664], [0.098, 0.187, 2.431], [-1.593, -3.568, -0.290], [0.728, -0.979, 2.683], [-2.005, 0.797, -5.695], [0.851, -1.177, 4.014], [-0.149, 2.879, 3.508], [1.884, -0.431, -2.922], [2.018, -0.011, 0.007], [2.022, -0.616, -5.352], [-2.128, 1.036, -3.271], [-0.472, -3.615, 0.512], [4.102, -2.840, 0.993], [1.498, -2.383, 4.613], [-1.144, 0.534, -5.087], [2.266, 2.064, -1.493], [1.689, -2.864, 1.989], [-0.177, 0.734, 3.600], [3.520, -1.584, 0.430], [-2.847, 3.832, 0.266], [0.078, -0.015, -6.773], [-2.169, 7.012, -0.602], [-4.002, 5.972, -1.046], [-2.815, -1.562, -1.433], [-2.922, -0.508, -1.172], [-0.031, -2.349, 0.678], [-1.615, 2.142, 2.881], [3.140, 0.327, -0.606], [1.019, -0.130, -3.510], [2.249, -1.182, 0.646], [-3.781, -2.051, -1.298], [5.146, -0.658, -0.735], [-2.732, 6.093, -0.516], [4.131, -0.641, -0.371], [-0.132, 0.329, -2.854], [-1.771, -2.205, -0.580], [-0.382, -5.703, 0.858], [-4.797, 7.442, -1.940], [1.208, -4.935, 0.774], [1.179, -1.884, 1.522], [-4.693, 4.781, -0.932], [0.019, 0.079, -5.694], [-4.061, 3.741, -0.262], [-1.198, 0.657, -3.701], [-0.834, -1.486, 0.011], [-2.202, 4.984, 0.130], [0.992, -3.304, 4.319], [2.543, -2.477, 4.309], [5.159, -2.893, 0.732], [3.246, 1.600, -1.382], [3.606, -3.727, 0.595], [-5.683, 4.658, -1.349], [1.105, -0.254, -4.894]]
}

=====

No. 2
{
  "formula": "C11H12NO2",
  "method": "wB97M-V/def2-TZVPD",
  "orbital_gap_ev": 6.696,
  "max_force_ev_per_a": 7.26,
  "de_lowest_kcal_mol": 73.9,
  "lumo_ev": 3.547,
  "total_charge": -1,
  "elements": ["H", "C", "C", "H", "C", "H", "C", "H", "H", "C", "C", "N", "H", "H", "O", "H", "H", "H", "H", "H", "O", "C", "C", "C", "C", "C"],
  "xyz": [[2.205, 1.508, -0.818], [3.192, -0.438, -0.373], [-0.698, -1.915, -0.031], [-1.023, -3.793, 0.930], [-1.282, 3.995, -0.302], [-1.800, 5.073, -0.562], [1.829, -2.388, 0.316], [-2.360, -2.745, 1.044], [-2.336, -0.419, -0.635], [0.909, -0.362, -0.443], [-2.080, 3.098, 0.662], [-0.350, 0.188, -0.681], [-0.761, 3.456, -1.118], [-2.055, -3.445, -0.500], [-2.899, 3.582, 1.474], [4.252, -0.218, -0.402], [1.636, -3.234, 0.982], [-0.373, 4.297, 0.257], [3.817, -2.505, 0.103], [-1.023, 1.413, 0.165], [-1.814, 1.810, 0.653], [-1.601, -3.091, 0.402], [2.124, 0.326, -0.696], [-1.344, -0.648, -0.393], [0.705, -1.748, -0.094], [3.130, -1.799, 0.060]]
}

=====

No. 3
{
  "formula": "C3H7O3S",
  "method": "wB97M-V/def2-TZVPD",
  "orbital_gap_ev": 7.240,
  "max_force_ev_per_a": 3.47,
  "de_lowest_kcal_mol": 23.2,
  "lumo_ev": 3.073,
  "total_charge": -1,
  "elements": ["O", "H", "H", "S", "O", "C", "H", "O", "C", "C", "H", "H", "H", "H"],
  "xyz": [[1.669, 2.245, 0.040], [-2.019, 0.161, -2.580], [1.222, -0.412, 1.575], [0.355, -2.324, 0.585], [-2.420, -0.451, -1.966], [0.376, 0.223, -0.255], [-1.633, -0.967, -1.682], [-0.561, 2.298, 0.550], [0.250, -0.593, 0.947], [0.539, 1.768, 0.213], [0.135, -2.474, -0.785], [1.297, -0.066, -0.870], [-0.526, 0.059, -1.023], [-0.640, -0.252, 1.571]]
}

=====

No. 4
{
  "formula": "C6H21N5O5STi",
  "method": "wB97M-V/def2-TZVPD",
  "s2": 2.0149,
  "orbital_gap_ev": [4.948, 5.584],
  "max_force_ev_per_a": 2.53,
  "multiplicity": 3,
  "de_lowest_kcal_mol": 5.7,
  "lumo_ev": [-0.431, -0.439],
  "elements": ["H", "H", "H", "H", "C", "H", "H", "N", "H", "N", "H", "H", "N", "C", "H", "C", "O", "S", "H", "C", "H", "H", "N", "H", "C", "H", "H", "Ti", "O", "H", "H", "C", "O", "H", "N", "H", "O", "O", "H"],
  "xyz": [[-1.703, 3.396, -1.567], [0.824, 2.844, 0.267], [-1.746, -0.655, -3.720], [3.085, -1.270, 0.458], [1.367, 1.785, -0.136], [2.436, -2.084, -3.298], [-1.637, -1.841, 1.122], [1.102, 0.053, 2.339], [2.429, -3.074, -1.830], [0.155, 0.154, 3.436], [0.180, -0.666, 4.059], [-1.602, 3.065, -0.082], [1.442, -1.105, -0.605], [-1.099, 0.555, 3.079], [1.666, -0.802, 2.491], [-0.208, -0.924, -2.238], [-1.996, 0.471, -1.645], [-1.474, 1.325, 1.618], [2.406, 1.681, 0.212], [1.792, -2.530, -2.527], [-0.253, -1.396, -4.311], [1.131, -3.241, -3.034], [-0.758, -0.053, -1.349], [-0.321, -2.597, 0.764], [1.014, -1.499, -1.819], [-2.032, 1.469, -1.300], [1.768, 0.833, 2.476], [0.253, 0.260, 0.392], [2.615, -1.794, -0.222], [1.372, 1.878, -1.233], [-3.016, 0.632, 3.673], [-0.935, -1.334, -3.457], [-0.106, 3.546, 0.642], [-1.366, -2.331, -3.307], [-2.116, 0.240, 3.917], [0.135, 3.874, 1.513], [-0.671, -1.790, 1.193], [-2.149, 2.848, -0.876], [-1.984, 0.080, 4.904]]
}

=====

No. 5
{
  "formula": "C3H5N3",
  "method": "wB97M-V/def2-TZVPD",
  "orbital_gap_ev": 10.810,
  "max_force_ev_per_a": 1.57,
  "de_lowest_kcal_mol": 17.1,
  "lumo_ev": 0.924,
  "smiles": "Cn1cncn1",
  "elements": ["H", "N", "C", "H", "N", "H", "H", "H", "C", "N", "C"],
  "xyz": [[-0.089, 2.063, -0.254], [-0.176, -0.105, -0.214], [0.423, 1.107, -0.170], [-1.691, -1.142, 0.867], [1.715, 0.953, -0.036], [-1.845, 0.591, 0.504], [-2.101, -0.669, -0.801], [2.759, -0.919, 0.127], [-1.541, -0.387, 0.089], [0.718, -1.089, -0.121], [1.828, -0.402, 0.008]]
}

=====

No. 6
{
  "formula": "C4H4N2O",
  "method": "wB97M-V/def2-TZVPD",
  "orbital_gap_ev": 9.355,
  "max_force_ev_per_a": 1.09,
  "de_lowest_kcal_mol": 92.0,
  "lumo_ev": -1.069,
  "smiles": "C1=NC1.N#CC=O",
  "elements": ["O", "N", "H", "H", "N", "H", "C", "C", "H", "C", "C"],
  "xyz": [[-1.370, 0.843, 0.414], [-1.397, -2.416, 1.446], [0.965, 2.088, -0.321], [0.579, -0.883, -1.077], [2.364, 0.356, -0.713], [1.347, 1.081, 1.172], [-1.474, -1.463, 0.795], [1.301, 1.134, 0.085], [-1.903, -0.422, -1.076], [1.189, -0.068, -0.694], [-1.601, -0.248, -0.031]]
}